No. 1
An isolated ion of composition C9H13INS and charge +1, computed with ωB97M-V/def2-TZVPD.

```
! RIJCOSX wB97M-V def2-TZVPD def2/J DEFGRID3
* xyz 1 3
C 1.50250 -1.66167 -0.28150
C 1.54600 -0.62317 0.62537
C 0.49821 -1.66944 -1.23566
C 0.43029 0.24441 0.74643
C -0.56328 -0.70528 -1.07121
C 1.47565 1.01619 3.26121
C -1.60941 1.23377 0.09504
C -1.55249 -1.45175 -3.72958
C 0.59846 1.42985 2.15622
N -0.57258 0.21918 -0.12046
S -1.88513 -0.51356 -2.22263
I 0.99038 3.35588 1.16354
H 2.30871 -2.39291 -0.21717
H 2.36366 -0.55443 1.43847
H 0.36931 -2.36906 -2.07860
H 1.35731 1.88393 3.90455
H 2.53958 0.87862 3.04662
H 0.90729 0.26673 3.78077
H -1.83367 1.94299 -0.77977
H -2.56492 0.86492 0.42634
H -1.21679 1.94087 0.74481
H -2.41835 -1.14393 -4.35273
H -1.67000 -2.54112 -3.63306
H -0.62744 -1.13144 -4.28604
H -0.37330 1.48042 2.61906
*
```

Properties
highest occupied orbital energy (spin up / spin down) = -9.351 / -12.724 eV
calculated total energy = -1100.94114 hartree


No. 2
C11H19AlAsClN2O6S3 as an isolated structure, computed with ωB97M-V/def2-TZVPD.

```
! RIJCOSX wB97M-V def2-TZVPD def2/J DEFGRID3
* xyz 0 1
Al -1.25790 -0.03743 -0.54691
C 2.55418 -1.95013 -1.20604
As 1.83536 -0.60144 -2.37670
C 0.76381 -1.45760 -3.73820
C 3.35922 0.14569 -3.28602
S 0.80571 1.01223 -1.45934
H 2.91013 -2.78371 -1.81213
H 1.77915 -2.27796 -0.52825
H 3.37964 -1.52064 -0.63962
H 1.37688 -1.60096 -4.62840
H -0.08350 -0.81327 -3.96468
H 0.40027 -2.40720 -3.35920
H 3.98006 -0.66016 -3.67549
H 3.92765 0.75180 -2.58367
H 3.00777 0.77300 -4.10313
C 0.44527 4.17879 1.17534
C 0.12891 3.07800 2.11831
C -0.49245 3.21127 3.33663
C -0.78859 2.04636 4.05249
N -0.57108 0.83176 3.56726
C -0.02965 0.71511 2.36964
S 0.09859 -0.78757 1.54922
N 0.41873 1.82596 1.71913
C -1.43213 2.11271 5.39825
H 0.34201 5.14483 1.66348
H -0.26388 4.12223 0.34101
H 1.45896 4.07782 0.78625
H -0.74459 4.18615 3.72350
H 0.82653 1.67061 0.79617
H -1.33856 3.09980 5.84596
H -0.99615 1.35969 6.05164
H -2.49219 1.87717 5.28950
O -2.29456 0.81005 -1.82675
S -2.54544 2.05744 -0.94624
O -1.72112 3.15433 -1.38288
O -1.89837 1.44132 0.33512
O -3.93138 2.32440 -0.76556
Cl -1.86976 -4.43926 -2.28584
C -2.08324 -3.75375 -0.66451
C -1.82095 -2.27649 -0.66760
O -2.54669 -1.47883 -0.04515
O -0.80138 -1.79553 -1.25267
H -1.35990 -4.23331 -0.00531
H -3.09217 -3.95127 -0.31879
*
```

Properties
highest occupied orbital energy = -8.581 eV
calculated total energy = -5124.74383 hartree


No. 3
C18H23AsF3NO9SV as an isolated structure, computed with ωB97M-V/def2-TZVPD.

```
! RIJCOSX wB97M-V def2-TZVPD def2/J DEFGRID3
* xyz 3 1
V 0.33807 -0.28949 0.50628
C -1.07357 -1.99470 2.59370
O 0.09399 -1.17296 2.21301
C 1.26841 -1.35641 3.08089
C 2.46704 -0.81070 2.31442
O 2.21770 -1.01804 0.89323
C 2.77692 -2.22599 0.28549
C 1.79321 -3.34106 0.49844
O 0.50343 -2.91153 0.02865
C 0.07059 -3.69848 -1.10993
H -1.21789 -1.87619 3.66332
H -0.86833 -3.02690 2.33002
H -1.93270 -1.61233 2.05586
H 1.34321 -2.41579 3.30931
H 1.10440 -0.79636 3.99757
H 3.39432 -1.29143 2.61649
H 2.57251 0.25941 2.45784
H 3.75056 -2.43070 0.72541
H 2.90313 -1.99731 -0.76940
H 1.70577 -3.60019 1.55335
H 2.13051 -4.23030 -0.03306
H 0.25438 -4.75200 -0.91079
H 0.60312 -3.40507 -2.01567
H -0.99985 -3.55757 -1.22550
O -0.06039 1.51094 3.05106
As 0.27486 2.64508 1.75747
O 1.43926 3.66138 2.15255
O 1.01244 1.16079 0.75384
C -1.51119 3.28231 1.36336
C -1.85355 4.38894 2.10543
C -3.17746 4.84968 2.02349
C -4.12134 4.20394 1.24568
C -3.77869 3.08308 0.49111
C -2.47088 2.64097 0.55310
S -1.85459 1.52758 -0.60288
O -1.25083 0.19049 0.37208
O -2.77814 0.89359 -1.45832
O -0.64370 2.10300 -1.09388
H 0.08984 1.95631 3.90374
H -1.12453 4.90534 2.71609
H -3.45253 5.73994 2.57451
H -5.13235 4.58556 1.19755
H -4.50038 2.59332 -0.15153
F 1.98719 0.14318 -6.12537
C 0.73834 0.03416 -5.69359
F 0.15613 -1.00429 -6.27945
F 0.06672 1.13994 -5.99878
C 0.71687 -0.14240 -4.17581
C 1.73983 0.38600 -3.39467
C 1.67519 0.24750 -2.03313
N 0.64143 -0.40656 -1.44107
C -0.35188 -0.92500 -2.20784
C -0.34830 -0.80164 -3.57289
H 2.57285 0.91163 -3.84210
H 2.43821 0.66077 -1.38889
H -1.17594 -1.40338 -1.70196
H -1.16140 -1.21005 -4.15787
*
```

Properties
highest occupied orbital energy = -19.113 eV
calculated total energy = -5308.07290 hartree


No. 4
C7H12N3P3 as an isolated structure, computed with ωB97M-V/def2-TZVPD.

```
! RIJCOSX wB97M-V def2-TZVPD def2/J DEFGRID3
* xyz 0 1
C -0.68843 0.40546 0.08473
C 0.45664 -0.30202 0.01010
C -1.90198 -1.42248 1.06450
C -0.58774 -2.17266 1.10733
C -0.21188 -0.28438 2.31289
C -1.40195 0.02938 1.35200
C 0.55853 -1.12468 1.25786
N 0.70569 2.70280 -2.95480
N 2.42952 2.40562 -1.15552
N 0.73273 0.23591 -2.51188
P 1.18838 3.34033 -1.52407
P 1.61164 1.48234 -3.51673
P 1.57220 -0.43058 -1.32936
H -1.05986 1.20188 -0.47963
H -2.59271 -1.58089 0.16037
H -2.49569 -1.78777 1.85153
H -0.49222 -2.76491 2.09295
H -0.56353 -2.88734 0.33809
H 0.23716 0.65767 2.57983
H -0.44361 -1.01648 3.02348
H -2.17443 0.71007 1.80242
H 1.51919 -1.48061 1.43338
H 2.99961 2.48657 -0.27676
H -0.24687 0.60584 -2.20439
H 0.84961 0.99091 -4.51832
*
```

Properties
highest occupied orbital energy (spin up / spin down) = -7.864 / -7.864 eV
calculated total energy = -1462.15016 hartree


No. 5
C28H35N2O7P4Zn as an isolated structure, computed with ωB97M-V/def2-TZVPD.

```
! RIJCOSX wB97M-V def2-TZVPD def2/J DEFGRID3
* xyz 1 1
Zn -0.62781 -0.63083 -0.22683
C 1.40228 2.05104 -1.05618
C 2.27666 0.79911 -1.21254
P 1.88807 -0.60257 -0.08775
C 2.52676 -0.13955 1.54854
C 3.14801 1.07235 1.82836
C 3.57846 1.36271 3.11828
C 3.40559 0.43866 4.13539
C 2.80677 -0.78653 3.86288
C 2.36508 -1.06894 2.58101
C 3.02803 -1.88167 -0.68176
C 2.71492 -2.53168 -1.87532
C 3.57372 -3.48906 -2.39031
C 4.74460 -3.80844 -1.71649
C 5.06033 -3.16257 -0.53061
C 4.20776 -2.19777 -0.01326
P -0.40563 1.71631 -0.91881
C -1.06678 1.88592 -2.59642
C -2.38113 2.30983 -2.77761
C -2.92039 2.37127 -4.05255
C -2.15499 2.00584 -5.15094
C -0.84921 1.57270 -4.97381
C -0.30727 1.50664 -3.69968
C -1.04969 3.15026 -0.02570
C -0.74210 4.44589 -0.44316
C -1.23568 5.53449 0.25474
C -2.04805 5.33885 1.36629
C -2.37090 4.05515 1.77607
C -1.87031 2.96292 1.07958
H 1.57521 2.72864 -1.89469
H 1.66325 2.59755 -0.14780
H 3.33547 1.05436 -1.12793
H 2.14471 0.36145 -2.20578
H 3.31786 1.79654 1.04210
H 4.05936 2.31022 3.32235
H 3.74614 0.66467 5.13706
H 2.69846 -1.52404 4.64785
H 1.92576 -2.03869 2.36372
H 1.80491 -2.28487 -2.40594
H 3.32202 -3.99054 -3.31536
H 5.41258 -4.55938 -2.11733
H 5.97472 -3.40590 -0.00568
H 4.46837 -1.69817 0.91086
H -2.98551 2.59631 -1.92533
H -3.94069 2.70436 -4.18817
H -2.57797 2.05559 -6.14555
H -0.25185 1.28137 -5.82754
H 0.70571 1.14596 -3.57587
H -0.12867 4.60400 -1.32265
H -0.99556 6.53786 -0.07101
H -2.43627 6.19238 1.90617
H -3.01773 3.90567 2.63078
H -2.13402 1.95565 1.37627
O -2.85691 -3.24103 0.67675
P -3.35533 -2.19349 -0.49449
O -4.80939 -2.21727 -0.57201
O -2.61984 -0.89506 -0.20574
O -2.59511 -2.84690 -1.77746
P -0.97416 -2.83270 -1.76916
O -0.61343 -3.96115 -2.81142
O -0.47509 -1.47219 -2.18475
O -0.52824 -3.20824 -0.37525
H -1.90758 -3.48334 0.44661
H -1.25298 -4.06601 -3.52819
N -3.57026 -2.53495 3.05718
C -2.85937 -1.35551 3.68994
C -2.16370 -0.46550 2.67153
N -0.92127 -0.96765 2.07281
H -4.57611 -2.37898 3.01184
H -3.43013 -3.38852 3.59296
H -3.25122 -2.76028 2.03946
H -2.17485 -1.74861 4.43945
H -3.61853 -0.76829 4.20243
H -1.92852 0.46487 3.19012
H -2.85945 -0.22039 1.86844
H -0.92795 -1.97409 1.92715
H -0.11393 -0.75606 2.64988
*
```

Properties
highest occupied orbital energy = -10.785 eV
calculated total energy = -4869.09834 hartree


No. 6
A 4-piece molecular cluster, C4H14O3 overall, computed with ωB97M-V/def2-TZVPD.

```
! RIJCOSX wB97M-V def2-TZVPD def2/J DEFGRID3
* xyz 1 2
C 1.85425 -0.50612 0.89745
C 2.03891 -1.32245 -0.21387
C 0.93970 -2.08264 -0.83486
C 2.39249 0.84070 0.93952
H 1.14746 -0.80007 1.67671
H 3.03566 -1.30033 -0.64355
H 1.24220 -2.51643 -1.78025
H 0.07231 -1.44072 -0.93618
H 0.72312 -2.94428 -0.18061
H 3.15144 0.99061 0.18909
H 1.60250 1.57049 0.77846
H 2.85353 1.06186 1.91344
H -3.19409 0.57913 -0.30700
H -3.43190 -0.28118 -1.57489
O -3.15733 0.59112 -1.27920
H -2.26794 0.91798 2.00427
H -3.75034 1.30723 1.87658
O -3.08718 0.69192 1.54627
H -1.36479 1.10567 -1.40099
H -0.39489 2.25186 -1.34719
O -0.40511 1.28566 -1.32320
*
```

Properties
highest occupied orbital energy (spin up / spin down) = -14.280 / -14.279 eV
calculated total energy = -386.18220 hartree


No. 7
A 2-piece molecular cluster, C5H12N overall, computed with ωB97M-V/def2-TZVPD.

```
! RIJCOSX wB97M-V def2-TZVPD def2/J DEFGRID3
* xyz 1 1
C -1.24882 1.99693 -0.03006
C -0.31848 1.08299 0.05434
C -1.73142 -1.33268 -0.31012
C 1.62802 -0.05684 1.08679
C 1.07407 0.62957 -0.11896
N 1.23718 -0.18605 -1.24144
H -0.98019 3.08409 -0.05851
H -2.36345 1.84695 0.20636
H -2.68902 -1.25240 0.20278
H -1.67051 -1.25889 -1.39226
H -0.93206 -0.38839 0.02044
H 1.95397 -1.02267 0.84816
H 1.03402 0.03074 1.97070
H 2.60972 0.41191 1.29457
H 1.54336 1.63815 -0.09084
H 2.04645 -0.81472 -1.29486
H 1.11950 0.23512 -2.10836
H -1.19614 -2.08611 0.33364
*
```

Properties
highest occupied orbital energy = -14.308 eV
calculated total energy = -252.04647 hartree


Values for energy relative to the best compared isomer or geometry (same formula, charge and spin), kJ/mol, ordered as above
225.9; 44.1; 194.4; 132.9; 136.7; 1.1; 484.8